Record 1
Molecular formula: C12H17N2O
Method: DFT, the ωB97M-V functional and the def2-TZVPD basis

Results
Energy above the lowest of the compared OMol25 structures with the same formula, charge and spin   127.2 kcal/mol
E_LUMO   -4.87 eV

```
! RIJCOSX wB97M-V def2-TZVPD def2/J DEFGRID3
* xyz 1 1
C -2.829 1.887 -3.638
C -1.069 3.038 -3.752
C 0.663 0.354 2.085
C 1.483 -1.604 0.783
C -0.885 -1.443 1.233
C 1.475 0.732 -0.315
C -0.817 1.006 0.291
C -0.002 -0.928 -1.258
C 1.649 -0.120 1.014
C -0.837 0.023 1.519
C 0.105 -1.833 0.077
C 0.136 0.400 -0.702
N -2.045 1.475 -2.671
N -0.925 2.216 -2.744
O -2.254 2.857 -4.365
H -3.748 1.495 -3.789
H -0.544 3.799 -4.240
H 0.649 -0.194 3.112
H 0.492 1.386 2.306
H 2.361 -1.925 0.075
H 1.546 -1.978 1.736
H -0.709 -1.932 2.162
H -1.937 -1.633 1.051
H 1.523 1.751 -0.235
H 2.071 0.498 -1.120
H -1.822 1.144 -0.275
H -0.582 2.016 0.668
H 0.793 -1.259 -1.810
H -0.914 -1.108 -1.650
H 2.551 0.013 1.564
H -1.406 0.384 2.405
H 0.115 -2.766 -0.422
*
```

The computed Mulliken charges, all in e, follow: C -0.0914; C -0.0662; C -1.2244; C -1.1225; C -1.2790; C -1.5037; C -0.8521; C -1.4088; C 0.5047; C 0.0504; C 0.0909; C 1.1006; N -0.3529; N -0.1713; O -0.2879; H 0.4891; H 0.4186; H 0.3621; H 0.5187; H 0.3024; H 0.6612; H 0.5544; H 0.3897; H 0.5742; H 0.4327; H 0.3322; H 0.5055; H 0.5917; H 0.4829; H 0.2310; H 0.3895; H 0.3778

---

Record 2
Molecular formula: C12H17NOSi
Method: DFT, the ωB97M-V functional and the def2-TZVPD basis

Results
Energy above the lowest of the compared OMol25 structures with the same formula, charge and spin   38.3 kcal/mol
E_LUMO (alpha / beta)   -0.87 / -0.88 eV

```
! RIJCOSX wB97M-V def2-TZVPD def2/J DEFGRID3
* xyz 0 1
C -1.330 1.120 1.899
C 1.442 3.512 -0.400
C 2.620 3.031 -0.902
C 0.491 2.614 -0.010
C 2.825 1.641 -1.105
C 0.708 1.304 -0.026
C 1.866 0.755 -0.579
C 3.107 -1.307 -0.782
C -3.428 -1.216 1.397
C -2.359 -0.704 -1.263
C -1.026 -2.926 0.219
C -0.772 -0.014 1.374
N -1.870 2.048 2.249
O 1.902 -0.636 -0.617
Si -1.746 -1.244 0.424
H 1.137 4.573 -0.229
H 3.497 3.594 -1.242
H -0.298 3.042 0.485
H 3.775 1.137 -1.489
H 3.725 -1.028 -1.630
H 2.781 -2.399 -0.929
H 3.702 -1.350 0.093
H -3.513 -2.063 2.086
H -3.478 -0.397 2.122
H -4.334 -1.248 0.825
H -1.576 -0.138 -1.743
H -2.593 -1.635 -1.709
H -3.132 0.021 -1.224
H -1.451 -3.480 1.054
H -0.921 -3.681 -0.663
H 0.069 -2.705 0.507
H 0.184 -0.223 1.808
*
```

The computed Mulliken charges, all in e, follow: C 0.0924; C -0.7219; C -0.4071; C -0.2438; C -0.6086; C -0.0045; C 0.6644; C -0.9718; C -1.3163; C -1.1664; C -0.9468; C -0.1518; N -0.5181; O -0.1794; Si 0.5359; H 0.3387; H 0.3480; H 0.4717; H 0.1978; H 0.3692; H 0.2286; H 0.4296; H 0.3615; H 0.3424; H 0.3665; H 0.3300; H 0.3300; H 0.3791; H 0.3265; H 0.3461; H 0.1633; H 0.6146

---

Record 3
Molecular formula: C12H17NS
Method: DFT, the ωB97M-V functional and the def2-TZVPD basis

Results
SMILES   CC(C)(C)[C@]1(C)Nc2ccccc2S1
Energy above the lowest of the compared OMol25 structures with the same formula, charge and spin   59.7 kcal/mol
E_LUMO   0.55 eV

```
! RIJCOSX wB97M-V def2-TZVPD def2/J DEFGRID3
* xyz 0 1
C 0.429 2.125 1.837
C -0.225 0.788 1.542
C -0.535 0.175 2.964
C -1.491 1.123 0.811
C 0.707 -0.181 0.750
C 1.810 -0.903 1.455
N 1.093 0.174 -0.561
C 0.482 -0.313 -1.664
C 0.698 -0.041 -3.036
C -0.109 -0.573 -3.976
C -1.133 -1.466 -3.664
C -1.271 -1.865 -2.363
C -0.521 -1.249 -1.360
S -0.605 -1.836 0.273
H 0.898 2.706 1.001
H 1.427 2.020 2.312
H -0.300 2.564 2.555
H -1.288 0.767 3.490
H -0.768 -0.931 2.907
H 0.176 0.338 3.792
H -1.342 1.389 -0.261
H -2.116 1.885 1.303
H -2.137 0.203 0.677
H 2.776 -0.524 1.067
H 1.726 -1.986 1.344
H 1.768 -0.619 2.513
H 1.895 0.688 -0.841
H 1.580 0.438 -3.491
H 0.279 -0.570 -4.990
H -1.757 -1.864 -4.424
H -2.146 -2.464 -1.961
*
```

The computed Mulliken charges, all in e, follow: C -1.7112; C 2.0715; C -1.6168; C -1.6622; C -0.1525; C -1.1467; N -0.0339; C 0.1083; C -0.8021; C -0.5126; C -0.5817; C -0.6369; C 1.0919; S -0.2456; H 0.3277; H 0.3974; H 0.4186; H 0.4754; H 0.2539; H 0.4253; H 0.3461; H 0.4269; H 0.3480; H 0.3422; H 0.2760; H 0.3660; H 0.2285; H 0.2435; H 0.2866; H 0.4257; H 0.2428

---

Record 4
Molecular formula: C12H17P
Method: DFT, the ωB97M-V functional and the def2-TZVPD basis

Results
Energy above the lowest of the compared OMol25 structures with the same formula, charge and spin   40.7 kcal/mol
E_LUMO   -0.28 eV

```
! RIJCOSX wB97M-V def2-TZVPD def2/J DEFGRID3
* xyz 0 1
C 3.581 0.729 0.180
C 2.543 1.664 0.457
C 3.292 -0.571 -0.058
C 1.243 1.287 0.489
C 1.936 -1.013 -0.073
C 0.865 -0.061 0.209
C 1.492 -2.267 -0.396
C -0.400 -0.600 0.106
C -2.857 -0.907 -0.089
C -1.909 1.346 -0.454
C -1.889 0.323 1.853
C -1.740 0.047 0.348
P -0.264 -2.383 -0.140
H 4.603 1.080 0.175
H 2.813 2.691 0.652
H 4.067 -1.298 -0.255
H 0.480 2.011 0.723
H 0.811 0.424 -3.257
H 2.125 -3.111 -0.612
H 0.957 0.300 -2.499
H -3.828 -0.504 0.193
H -2.742 -1.882 0.385
H -2.840 -1.037 -1.169
H -2.958 1.630 -0.471
H -1.354 2.171 -0.020
H -1.570 1.206 -1.479
H -1.095 0.974 2.207
H -1.835 -0.614 2.406
H -2.849 0.793 2.058
H -0.677 -2.428 -1.467
*
```

The computed Mulliken charges, all in e, follow: C -0.4418; C -0.7918; C -0.6627; C -0.4361; C 0.5190; C 0.3214; C -0.7094; C 0.0766; C -2.1547; C -1.7220; C -1.5336; C 2.1330; P -0.1712; H 0.3869; H 0.4089; H 0.3898; H 0.2296; H 0.2529; H 0.4278; H -0.2548; H 0.4519; H 0.5122; H 0.4487; H 0.4735; H 0.3355; H 0.3336; H 0.3120; H 0.3793; H 0.4411; H 0.0445

---

Record 5
Molecular formula: C12H18AgI2O9
Method: DFT, the ωB97M-V functional and the def2-TZVPD basis

Results
Energy above the lowest of the compared OMol25 structures with the same formula, charge and spin   158.3 kcal/mol
E_LUMO (alpha / beta)   -3.94 / -3.94 eV

```
! RIJCOSX wB97M-V def2-TZVPD def2/J DEFGRID3
* xyz 0 2
Ag 9.178 21.611 -4.051
I 9.293 17.370 -7.018
I 13.014 24.758 -5.317
C 3.969 27.155 -11.815
C 4.179 25.627 -11.570
C 5.380 25.004 -12.317
O 6.097 24.406 -11.251
C 5.607 24.875 -10.018
O 5.962 24.486 -8.943
O 4.567 25.599 -10.188
H 3.639 27.421 -12.819
H 4.962 27.576 -11.661
H 3.293 27.569 -11.068
H 3.309 24.970 -11.595
H 6.002 25.623 -12.964
H 4.968 24.278 -13.019
C 0.637 15.428 0.529
C 0.862 16.415 -0.487
C 0.199 17.728 -0.292
O 1.141 18.572 -0.830
C 2.271 17.975 -1.073
O 3.226 18.358 -1.755
O 2.211 16.711 -0.586
H 0.809 15.798 1.540
H 1.395 14.646 0.479
H -0.315 14.907 0.629
H 0.645 16.001 -1.472
H -0.174 17.936 0.711
H -0.623 17.789 -1.005
C 3.600 30.147 -3.084
C 4.416 29.675 -1.752
C 3.640 28.932 -0.731
O 3.799 27.639 -1.151
C 4.958 27.577 -1.877
O 5.607 26.588 -2.050
O 5.324 28.786 -2.253
H 2.979 31.038 -3.181
H 2.931 29.428 -3.556
H 4.392 30.345 -3.806
H 4.918 30.596 -1.457
H 2.588 29.178 -0.591
H 4.061 29.042 0.269
*
```

The computed Mulliken charges, all in e, follow: Ag 0.9190; I -0.4994; I -0.4196; C -1.2478; C 0.2625; C -0.3992; O -0.3278; C 0.6602; O -0.5474; O -0.3297; H 0.3586; H 0.3376; H 0.3271; H 0.3526; H 0.2815; H 0.2719; C -1.6330; C 0.6854; C -0.3961; O -0.3032; C 0.6674; O -0.5805; O -0.3563; H 0.3666; H 0.3589; H 0.3774; H 0.2269; H 0.3347; H 0.2519; C -1.3181; C 0.3311; C -0.3517; O -0.3265; C 0.6381; O -0.5484; O -0.3275; H 0.3992; H 0.3222; H 0.3454; H 0.2912; H 0.2796; H 0.2654

---

Record 6
Molecular formula: C12H18AsNO6STa
Method: DFT, the ωB97M-V functional and the def2-TZVPD basis

Results
Energy above the lowest of the compared OMol25 structures with the same formula, charge and spin   0.0 kcal/mol
E_LUMO   -10.73 eV

```
! RIJCOSX wB97M-V def2-TZVPD def2/J DEFGRID3
* xyz 3 1
Ta 0.582 0.162 0.342
O 0.122 -2.008 -3.267
C -0.179 -1.419 -2.179
O 0.677 -0.839 -1.455
C -1.631 -1.425 -1.806
O -1.758 -0.800 -0.546
C -2.390 -1.543 0.498
C -1.380 -1.938 1.560
O -1.477 -2.669 2.461
O -0.155 -1.191 1.353
H 1.069 -1.975 -3.508
H -2.176 -0.861 -2.573
H -2.001 -2.454 -1.830
H -3.146 -0.911 0.967
H -2.882 -2.443 0.128
S -0.882 1.908 0.942
C 0.030 2.757 -0.345
C -0.110 4.080 -0.698
C 0.698 4.542 -1.732
C 1.605 3.689 -2.359
C 1.684 2.379 -1.946
N 0.898 1.924 -0.949
H -0.819 4.722 -0.195
H 0.620 5.575 -2.050
H 2.238 4.040 -3.161
H 2.365 1.671 -2.400
C 5.012 -0.035 1.727
As 3.320 -0.038 2.587
C 3.191 1.264 3.960
C 2.773 -1.771 3.142
O 2.142 0.467 1.327
H 5.719 -0.482 2.430
H 5.313 0.989 1.508
H 4.979 -0.634 0.819
H 3.960 1.013 4.696
H 2.209 1.227 4.427
H 3.392 2.251 3.546
H 3.436 -2.060 3.961
H 2.887 -2.481 2.325
H 1.746 -1.748 3.503
*
```

The computed Mulliken charges, all in e, follow: Ta 1.6874; O -0.3570; C 0.5980; O -0.7490; C -0.3629; O -0.4058; C -0.4098; C 0.5251; O -0.3479; O -0.2975; H 0.4203; H 0.3705; H 0.4782; H 0.3157; H 0.3814; S -0.3222; C 0.7106; C -0.6628; C -0.1229; C -0.7398; C -0.1995; N -0.4206; H 0.4847; H 0.4572; H 0.4468; H 0.5239; C -1.0281; As 0.7319; C -1.0267; C -1.0460; O -0.2554; H 0.4401; H 0.3862; H 0.3721; H 0.4342; H 0.3836; H 0.3954; H 0.4462; H 0.4084; H 0.3558

---

Record 7
Molecular formula: C12H18Br21N4O2
Method: DFT, the ωB97M-V functional and the def2-TZVPD basis

Results
E_LUMO   -2.96 eV

```
! RIJCOSX wB97M-V def2-TZVPD def2/J DEFGRID3
* xyz 1 1
C 6.003 0.482 1.626
C 4.870 1.459 1.262
O 5.237 2.786 1.618
C 4.572 1.361 -0.218
O 3.354 2.078 -0.597
N 2.256 1.504 -0.076
N 1.815 0.245 -0.348
C 0.696 0.097 0.369
N 0.398 1.188 1.048
C 1.380 2.070 0.774
N 1.514 3.307 1.265
H 6.898 1.054 1.861
H 5.708 -0.152 2.460
H 6.240 -0.178 0.785
H 3.981 1.194 1.850
H 5.081 3.397 0.890
H 4.500 0.322 -0.549
H 5.362 1.836 -0.803
H 2.288 -0.401 -0.963
H 0.127 -0.825 0.406
H 1.781 4.078 0.673
H 1.307 3.444 2.240
C 0.348 -4.792 1.014
Br 0.939 -2.940 0.936
Br -0.149 -5.205 2.810
Br -1.047 -5.152 -0.246
H 1.186 -5.416 0.740
C -4.055 -4.304 4.285
Br -3.596 -6.118 4.717
Br -2.916 -3.044 5.187
Br -4.082 -4.006 2.384
H -5.061 -4.140 4.641
C 2.356 5.788 -2.305
Br 2.339 6.418 -0.485
Br 1.287 4.190 -2.461
Br 1.800 7.138 -3.537
H 3.375 5.522 -2.548
C 0.265 3.286 -6.107
Br 1.136 2.404 -7.575
Br -0.458 4.988 -6.620
Br -1.077 2.161 -5.303
H 1.018 3.475 -5.355
C -7.791 -6.511 2.469
Br -7.644 -5.239 3.907
Br -8.312 -5.660 0.829
Br -6.198 -7.560 2.245
H -8.583 -7.192 2.745
C -3.168 1.629 2.144
Br -4.386 2.731 3.136
Br -3.707 -0.216 2.156
Br -2.934 2.287 0.347
H -2.207 1.686 2.635
C -2.969 -1.387 -4.360
Br -2.567 -1.359 -6.234
Br -1.522 -2.141 -3.334
Br -3.454 0.355 -3.703
H -3.826 -2.030 -4.222
*
```

The computed Mulliken charges, all in e, follow: C -1.3104; C 0.9642; O -0.5542; C -1.1049; O -0.1149; N 0.7260; N -0.2220; C -0.4277; N -0.3169; C 0.2005; N -0.1510; H 0.3509; H 0.3035; H 0.3531; H 0.0753; H 0.3353; H 0.4028; H 0.3905; H 0.2090; H 0.5423; H 0.0112; H 0.1987; C -0.3704; Br 0.0331; Br 0.0437; Br -0.0087; H 0.3922; C -0.2274; Br -0.0171; Br -0.0430; Br 0.0467; H 0.2171; C -0.3816; Br -0.0297; Br 0.0187; Br 0.0037; H 0.4361; C -0.1066; Br -0.0167; Br -0.0019; Br 0.1064; H 0.0475; C -0.3072; Br -0.0060; Br -0.0014; Br -0.0120; H 0.3470; C -0.3146; Br -0.0140; Br 0.0672; Br -0.0075; H 0.2775; C -0.3976; Br 0.0112; Br 0.0259; Br -0.0486; H 0.3769

---

Record 8
Molecular formula: C12H18BrN2O7S
Method: DFT, the ωB97M-V functional and the def2-TZVPD basis

Results
Energy above the lowest of the compared OMol25 structures with the same formula, charge and spin   0.0 kcal/mol
E_LUMO   2.13 eV

```
! RIJCOSX wB97M-V def2-TZVPD def2/J DEFGRID3
* xyz -1 1
C 0.289 -2.537 -1.060
C 0.390 -2.275 0.439
C -0.511 -1.170 1.009
Br -2.248 -1.145 0.137
C 0.133 0.255 1.086
C -0.904 1.231 1.460
N -1.710 1.987 1.755
C 0.810 0.845 -0.188
C 2.036 0.147 -0.661
N 3.016 -0.332 -1.008
O -0.155 0.881 -1.196
C 0.050 1.870 -2.198
C -0.769 3.134 -1.946
C -0.209 4.022 -0.847
O -0.841 3.853 -3.181
S 1.395 0.269 2.490
C 0.782 1.412 3.693
O 1.405 -1.027 3.101
O 2.602 0.838 1.952
H -0.662 -3.010 -1.320
H 1.082 -3.235 -1.341
H 0.418 -1.632 -1.660
H 1.423 -2.037 0.713
H 0.125 -3.203 0.953
H -0.771 -1.412 2.038
H 1.144 1.858 0.074
H 1.119 2.115 -2.288
H -0.269 1.429 -3.143
H -1.794 2.840 -1.708
H -0.359 3.585 0.143
H -0.711 4.992 -0.868
H 0.868 4.169 -0.995
H -0.038 4.375 -3.270
H 0.666 2.398 3.247
H 1.580 1.435 4.438
H -0.158 1.063 4.113
C -1.596 -5.272 -0.622
O -1.996 -4.534 -1.550
O -2.124 -6.590 -0.662
O -0.824 -5.040 0.314
H -2.683 -6.551 -1.446
*
```

The computed Mulliken charges, all in e, follow: C -1.2884; C -0.5511; C -0.7822; Br -0.1060; C 1.4172; C -0.8616; N -0.5173; C 0.0417; C -0.4653; N -0.5730; O -0.2015; C -0.6836; C 0.3122; C -1.2517; O -0.5892; S 1.4939; C -1.1237; O -0.6349; O -0.6526; H 0.3400; H 0.3648; H 0.2104; H 0.3331; H 0.6522; H 0.8511; H 0.8104; H 0.3833; H 0.3210; H 0.3114; H 0.2049; H 0.3925; H 0.3601; H 0.3565; H 0.3316; H 0.4757; H 0.3463; C 0.6895; O -0.7888; O -0.5401; O -0.6649; H 0.2764

---

M
In order: 205.28 219.36 207.34 192.24 667.94 560.21 1928.29 414.25
Unit: g/mol
Total energy
In order: -17736.8864 -24130.5134 -25043.2483 -22006.6662 -51358.2025 -99712.7312 -1493672.5442 -110926.5882
Unit: eV